Entry 1:
Here is a structure of composition C45H45N7O4PbS5 from the Open Molecules 2025 dataset. Energies are from ωB97M-V/def2-TZVPD.

```
! wB97M-V def2-TZVPD RIJCOSX def2/J DEFGRID3
* xyz 2 1
Pb 0.098 -0.323 0.440
C 1.469 -1.749 -3.286
C 0.308 -2.073 -2.389
C -0.917 -1.415 -2.538
C -2.006 -1.744 -1.742
C -1.891 -2.731 -0.766
C -0.683 -3.397 -0.610
C 0.402 -3.069 -1.417
H 1.627 -0.673 -3.369
H 1.284 -2.135 -4.290
H 2.393 -2.199 -2.923
H -1.021 -0.654 -3.303
H -2.959 -1.253 -1.898
H -2.746 -3.002 -0.160
H -0.587 -4.182 0.130
H 1.335 -3.611 -1.310
O -0.200 -0.654 2.879
S 0.429 -1.056 4.200
C 0.014 0.280 5.356
C -1.384 0.842 5.125
C -1.418 1.854 3.969
C -2.709 1.777 3.161
S -2.414 2.410 1.498
O -1.577 1.321 0.846
C -4.047 2.224 0.834
C -4.488 0.982 0.399
C -5.777 0.869 -0.095
C -6.605 1.986 -0.145
C -6.148 3.222 0.288
C -4.854 3.350 0.774
C -0.634 -2.333 4.842
C -1.803 -2.664 4.177
C -2.603 -3.675 4.693
C -2.228 -4.337 5.853
C -1.046 -4.003 6.503
C -0.235 -3.001 5.993
H 0.790 1.038 5.219
H 0.139 -0.162 6.346
H -1.726 1.308 6.051
H -2.074 0.017 4.930
H -0.583 1.642 3.300
H -1.272 2.868 4.346
H -3.532 2.351 3.590
H -3.035 0.744 3.011
H -3.823 0.128 0.434
H -6.141 -0.089 -0.442
H -7.611 1.891 -0.531
H -6.792 4.089 0.237
H -4.479 4.314 1.098
H -2.071 -2.138 3.270
H -3.522 -3.945 4.189
H -2.856 -5.123 6.252
H -0.752 -4.528 7.401
H 0.697 -2.748 6.487
S 0.391 1.536 -1.764
C 0.995 2.876 -0.982
N 1.037 4.142 -1.426
N 0.865 4.462 -2.662
C 1.113 3.738 -3.861
C 0.315 4.032 -4.960
C 0.562 3.387 -6.161
C 1.604 2.475 -6.257
C 2.411 2.214 -5.154
C 2.175 2.847 -3.948
N 1.494 2.904 0.358
N 1.483 1.853 1.007
C 2.069 1.994 2.308
C 2.715 0.888 2.839
C 3.374 1.003 4.056
C 3.346 2.203 4.750
C 2.658 3.296 4.229
C 2.027 3.202 3.002
H 0.672 5.450 -2.778
H -0.496 4.745 -4.871
H -0.056 3.602 -7.021
H 1.799 1.979 -7.198
H 3.239 1.522 -5.235
H 2.812 2.651 -3.097
H 2.735 -0.040 2.283
H 3.910 0.153 4.458
H 3.858 2.292 5.699
H 2.627 4.226 4.780
H 1.506 4.047 2.571
N 6.751 3.027 3.243
C 6.203 2.304 2.222
C 6.488 0.934 2.085
C 5.903 0.196 1.084
C 5.012 0.809 0.201
C 4.737 2.170 0.309
C 5.325 2.910 1.310
S 4.214 -0.144 -1.008
O 5.072 -1.205 -1.459
O 3.566 0.714 -1.953
N 2.968 -0.830 -0.107
C 3.098 -2.011 0.413
S 4.399 -3.209 0.182
C 3.617 -4.219 1.286
C 2.429 -3.648 1.754
N 2.137 -2.455 1.275
H 7.550 2.648 3.722
H 6.733 4.030 3.181
H 7.191 0.466 2.763
H 6.152 -0.851 0.966
H 4.075 2.642 -0.404
H 5.118 3.971 1.389
H 4.014 -5.187 1.552
H 1.763 -4.132 2.457
*
```

Calculated values
Max |F|, hartree/bohr: 0.0055
LUMO energy (alpha / beta), eV: -7.0 / -6.8
HOMO energy (alpha / beta), Ha: -0.4615 / -0.4603

***

Entry 2:
Here is a structure of composition C45H46BCoF2N5SSb at a distorted geometry from the Open Molecules 2025 dataset. Energies are from ωB97M-V/def2-TZVPD.

```
! wB97M-V def2-TZVPD RIJCOSX def2/J DEFGRID3
* xyz -1 2
Co 0.136 2.140 0.045
C -1.322 2.360 6.828
C -1.551 1.237 5.805
C -0.199 0.594 5.490
C -2.462 0.165 6.421
C -2.215 1.826 4.559
C -3.506 2.381 4.658
C -4.155 2.905 3.559
C -3.491 2.894 2.337
S -4.036 3.429 0.778
C -2.510 2.948 0.088
N -1.665 2.473 0.943
C -2.197 2.393 2.219
C -1.571 1.837 3.335
C -2.158 2.986 -1.324
C -3.065 3.366 -2.316
C -2.690 3.293 -3.642
C -1.407 2.846 -3.956
C -0.509 2.491 -2.959
C -0.844 2.540 -1.597
H -0.838 1.963 7.725
H -2.264 2.827 7.127
H -0.680 3.134 6.403
H 0.218 0.166 6.405
H 0.515 1.325 5.104
H -0.299 -0.207 4.753
H -1.959 -0.316 7.264
H -2.704 -0.602 5.681
H -3.400 0.589 6.787
H -4.018 2.392 5.613
H -5.157 3.306 3.646
H -0.586 1.413 3.209
H -4.061 3.705 -2.039
H -3.383 3.579 -4.424
H -1.104 2.775 -4.997
H 0.485 2.174 -3.252
B 2.077 0.067 1.925
N 0.656 -0.460 1.578
C -0.002 -1.483 2.149
C -1.216 -1.639 1.503
C -1.209 -0.635 0.524
N -0.075 0.062 0.569
N 1.942 1.563 2.392
C 2.584 2.149 3.415
C 2.166 3.466 3.503
C 1.242 3.598 2.461
N 1.118 2.450 1.802
H 2.494 -0.570 2.870
H 2.795 -0.013 0.952
H 0.434 -2.027 2.973
H -1.985 -2.369 1.700
H -1.966 -0.385 -0.206
H 3.287 1.589 4.011
H 2.489 4.215 4.207
H 0.657 4.455 2.166
C 1.521 0.308 -5.354
C 1.519 -1.205 -5.389
C 1.704 -1.860 -6.608
C 1.694 -3.245 -6.692
C 1.504 -4.000 -5.543
C 1.325 -3.358 -4.325
C 1.326 -1.967 -4.227
Sb 0.966 -0.989 -2.300
C 2.404 -2.190 -1.211
C 2.096 -2.889 -0.046
C 3.080 -3.521 0.703
C 4.401 -3.450 0.291
C 4.726 -2.709 -0.837
C 3.751 -2.052 -1.584
C 4.177 -1.163 -2.729
C -1.035 -1.873 -2.308
C -1.874 -0.936 -2.924
C -3.241 -1.138 -3.045
C -3.802 -2.297 -2.529
C -2.982 -3.241 -1.931
C -1.601 -3.057 -1.818
C -0.803 -4.153 -1.165
H 1.976 0.717 -6.257
H 2.064 0.693 -4.488
H 0.498 0.693 -5.289
H 1.861 -1.267 -7.504
H 1.839 -3.732 -7.649
H 1.495 -5.083 -5.594
H 1.189 -3.957 -3.431
H 1.076 -2.912 0.314
H 2.814 -4.053 1.609
H 5.182 -3.939 0.861
H 5.765 -2.615 -1.136
H 5.262 -1.161 -2.830
H 3.854 -0.131 -2.550
H 3.745 -1.490 -3.676
H -1.455 -0.004 -3.298
H -3.859 -0.385 -3.519
H -4.870 -2.468 -2.596
H -3.418 -4.154 -1.537
H -1.232 -5.130 -1.396
H -0.810 -4.035 -0.077
H 0.232 -4.145 -1.493
F 2.317 1.916 -2.000
C 1.923 2.402 -0.732
F 2.125 3.800 -0.852
H 2.729 2.063 -0.076
*
```

Calculated values
Max |F|, hartree/bohr: 0.0200
LUMO energy (alpha / beta), eV: 2.3 / 2.3
HOMO energy (alpha / beta), Ha: -0.1832 / -0.1802